Computed, not measured: a molecular structure, C6H11N2S at a distorted geometry, with the ωB97M-V functional and the def2-TZVPD basis.

ORCA input file:
```
! RIJCOSX wB97M-V def2-TZVPD def2/J DEFGRID3
* xyz 1 1
C 1.680 0.643 2.406
C 0.751 -0.045 3.167
C 0.555 -0.298 0.757
C -0.485 -1.929 -0.633
C -0.489 1.527 -2.120
C 0.164 -0.611 -0.596
N 1.584 0.555 1.041
N -1.143 0.690 -1.151
S -0.400 -0.777 2.142
H 2.591 1.022 2.774
H 0.585 -0.174 4.189
H -0.459 -2.333 0.297
H -1.433 -1.958 -0.981
H 0.107 -2.559 -1.304
H -0.307 0.831 -2.940
H -1.187 2.366 -2.243
H 0.396 1.957 -1.646
H 0.875 -0.220 -1.363
H -1.433 1.125 -0.251
H -1.953 0.189 -1.548
*
```

Output
**Gap between HOMO and LUMO**: 0.319 hartree
**Energy above the lowest of the compared OMol25 structures with the same formula, charge and spin**: 259.76 kJ/mol
**Calculated total energy**: -20207.460 eV
**Largest force on an atom**: 3.887 eV/Å

=====

Computed, not measured: 11 unconnected molecules or ions with the total composition C3H32N2O10 at a distorted geometry, with the ωB97M-V functional and the def2-TZVPD basis.

ORCA input file:
```
! RIJCOSX wB97M-V def2-TZVPD def2/J DEFGRID3
* xyz 1 2
C -1.898 2.118 -0.104
C -2.396 0.724 -0.606
C -3.671 0.442 0.208
N -3.242 -0.669 1.286
N -0.424 2.317 -0.076
H -2.221 2.130 0.997
H -2.268 3.025 -0.618
H -1.767 -0.136 -0.390
H -2.589 0.713 -1.687
H -4.051 1.361 0.759
H -4.488 -0.072 -0.256
H -3.954 -0.852 1.988
H -2.885 -1.486 0.739
H -2.498 -0.172 1.778
H 0.047 1.910 0.714
H -0.332 3.346 -0.103
H 0.083 1.734 -0.948
H 4.038 -2.976 0.379
H 3.463 1.672 -2.999
O 3.666 2.015 -2.125
H 1.493 2.229 -4.887
H 1.881 0.791 -4.668
O 2.113 1.711 -4.350
H 3.293 2.883 -2.098
H 2.201 2.345 2.384
O 1.967 1.815 1.588
H 1.199 1.590 -2.943
H 1.148 0.491 -1.990
O 0.536 1.209 -2.300
H -1.734 -2.342 -2.268
H -3.000 -1.820 -2.962
O -2.437 -1.677 -2.136
H 2.675 1.132 1.479
H 1.433 -4.844 -1.112
O 1.248 -4.042 -0.617
H -1.840 -2.005 3.755
H -0.567 -1.868 2.795
O -1.533 -1.717 2.912
H 1.718 -2.396 2.257
H 1.255 -2.128 3.562
O 1.094 -1.753 2.633
H 4.192 -1.899 1.503
H 1.954 -3.463 -0.950
O 3.727 -2.691 1.234
H 0.022 1.518 2.406
H -0.509 0.426 3.156
O -0.864 1.110 2.529
*
```

Output
**Gap between HOMO and LUMO (spin up / spin down)**: 0.098 / 0.390 hartree
**Calculated total energy**: -27075.941 eV
**⟨S²⟩**: 0.75
**Largest force on an atom**: 3.137 eV/Å

=====

Computed, not measured: a single H5P3S molecule at a distorted geometry, with the ωB97M-V functional and the def2-TZVPD basis.

ORCA input file:
```
! RIJCOSX wB97M-V def2-TZVPD def2/J DEFGRID3
* xyz 0 1
P 2.275 -0.410 0.211
P 0.369 0.686 0.294
P -2.057 -0.412 0.356
S -3.428 0.574 -0.672
H 1.905 -0.685 1.536
H 1.539 -1.596 -0.136
H -0.090 0.721 -1.091
H 0.659 2.160 0.252
H -1.172 -1.038 -0.749
*
```

Output
**Gap between HOMO and LUMO**: 0.266 hartree
**Energy above the lowest of the compared OMol25 structures with the same formula, charge and spin**: 108.89 kJ/mol
**Calculated total energy**: -38780.315 eV
**Largest force on an atom**: 2.944 eV/Å

=====

Computed, not measured: 4 unconnected molecules or ions with the total composition C3H15N2O3 at a distorted geometry, with the ωB97M-V functional and the def2-TZVPD basis.

ORCA input file:
```
! RIJCOSX wB97M-V def2-TZVPD def2/J DEFGRID3
* xyz 1 1
C 0.716 2.502 1.821
C 1.079 1.016 1.871
N 0.478 0.302 0.750
C -0.415 -0.643 0.962
N -0.865 -1.344 -0.063
H -0.243 2.688 2.344
H 1.421 3.002 2.470
H 0.573 2.860 0.802
H 2.174 0.879 1.835
H 0.824 0.643 2.863
H 0.681 0.624 -0.189
H -0.711 -0.876 1.976
H -0.820 -0.928 -0.983
H -1.443 -2.146 0.163
H 0.316 0.946 -2.669
H -1.190 0.429 -2.986
O -0.332 0.220 -2.615
H 3.161 1.238 -2.739
H 2.447 -0.075 -3.294
O 2.341 0.836 -3.080
H -3.753 -4.116 0.914
H -3.392 -4.216 -0.479
O -3.046 -3.843 0.323
*
```

Output
**Gap between HOMO and LUMO**: 0.419 hartree
**Energy above the lowest of the compared OMol25 structures with the same formula, charge and spin**: 33.79 kJ/mol
**Calculated total energy**: -12471.485 eV
**Largest force on an atom**: 2.165 eV/Å

=====

Computed, not measured: 11 unconnected molecules or ions with the total composition C20H40BBr16N2O8 at a distorted geometry, with the ωB97M-V functional and the def2-TZVPD basis.

ORCA input file:
```
! RIJCOSX wB97M-V def2-TZVPD def2/J DEFGRID3
* xyz 1 1
N -13.336 0.300 -15.915
H -12.865 -0.096 -16.734
H -12.851 -0.043 -15.081
H -14.270 -0.075 -15.717
H -13.389 1.343 -15.952
N -8.170 -2.220 -12.865
H -8.860 -1.511 -12.624
H -8.461 -3.146 -12.559
H -7.348 -1.922 -12.296
H -7.891 -2.120 -13.871
O -10.523 4.203 -17.967
C -10.332 3.311 -17.211
O -9.178 2.794 -16.843
B -9.365 1.839 -15.754
O -10.834 1.796 -15.555
C -11.441 2.650 -16.347
O -12.627 2.822 -16.326
O -8.656 2.183 -14.509
C -7.887 1.190 -14.150
O -7.187 1.157 -13.179
C -8.034 0.078 -15.188
O -8.875 0.518 -16.100
O -7.508 -0.996 -15.129
Br -6.865 -0.833 -10.336
C -7.192 1.007 -9.702
C -8.109 0.959 -8.498
Br -8.600 2.817 -8.080
H -7.535 1.595 -10.547
H -6.239 1.407 -9.366
H -7.639 0.512 -7.624
H -9.039 0.398 -8.573
Br -9.739 -3.352 -16.466
C -9.055 -2.995 -18.288
C -9.091 -1.521 -18.652
Br -10.839 -0.671 -18.297
H -9.593 -3.605 -19.011
H -8.034 -3.368 -18.356
H -8.741 -1.261 -19.649
H -8.412 -0.958 -18.015
Br -4.812 5.421 -17.220
C -6.160 5.406 -15.783
C -7.421 6.153 -16.192
Br -7.072 7.982 -16.712
H -5.712 5.875 -14.910
H -6.338 4.366 -15.517
H -8.159 6.230 -15.397
H -7.948 5.647 -16.999
Br -13.867 9.131 -20.745
C -13.403 7.225 -20.771
C -14.379 6.450 -19.906
Br -16.260 6.479 -20.515
H -12.427 7.112 -20.304
H -13.413 6.854 -21.791
H -14.364 6.747 -18.863
H -14.106 5.401 -19.980
Br -11.108 0.715 -23.457
C -11.327 0.961 -21.532
C -11.647 2.414 -21.171
Br -13.392 2.888 -21.926
H -10.391 0.693 -21.041
H -12.093 0.274 -21.186
H -10.919 3.063 -21.656
H -11.626 2.651 -20.110
Br -9.743 8.945 -20.908
C -8.590 7.462 -20.272
C -7.164 7.863 -20.600
Br -6.065 6.200 -20.549
H -8.838 6.629 -20.921
H -8.774 7.296 -19.219
H -6.729 8.593 -19.919
H -7.107 8.368 -21.562
Br -6.316 0.652 -19.098
C -6.604 2.626 -19.173
C -7.727 2.966 -20.137
Br -7.043 2.757 -21.980
H -5.634 3.056 -19.399
H -6.814 3.049 -18.190
H -8.065 3.990 -20.034
H -8.558 2.269 -20.093
Br -13.510 3.120 -11.709
C -11.904 4.004 -12.463
C -10.693 3.229 -12.010
Br -9.084 4.345 -12.310
H -11.855 5.005 -12.042
H -12.000 4.106 -13.540
H -10.548 2.304 -12.569
H -10.810 2.911 -10.976
*
```

Output
**Gap between HOMO and LUMO**: 0.270 hartree
**Energy above the lowest of the compared OMol25 structures with the same formula, charge and spin**: 0.00 kJ/mol
**Calculated total energy**: -1162105.425 eV
**Largest force on an atom**: 1.828 eV/Å

=====

Computed, not measured: 9 unconnected molecules or ions with the total composition C38H76B2Br16N3O11P at a distorted geometry, with the ωB97M-V functional and the def2-TZVPD basis.

ORCA input file:
```
! RIJCOSX wB97M-V def2-TZVPD def2/J DEFGRID3
* xyz 0 1
C 4.530 -4.834 1.180
O 4.011 -4.246 2.355
C 2.607 -4.237 2.348
N 2.144 -3.062 1.626
C 3.007 -1.945 1.579
O 3.444 -1.518 2.886
O 3.663 -0.106 2.798
C 0.712 -2.828 1.517
O 0.086 -3.971 2.092
C 0.282 -1.602 2.343
C 0.561 -1.685 3.866
C -0.682 -2.090 4.673
C -0.695 -3.497 5.252
N -2.025 -3.780 5.837
C 0.201 -2.724 0.024
C -1.224 -2.164 0.094
O -2.080 -2.640 -0.941
C -3.404 -2.495 -0.606
C -4.060 -1.286 -0.808
C -5.392 -1.136 -0.441
C -6.076 -2.197 0.142
C -5.418 -3.405 0.327
C -4.088 -3.559 -0.041
C 0.087 -4.089 -0.667
C 1.384 -4.921 -0.771
C 1.778 -5.082 -2.251
C 1.109 -6.342 -0.258
O 1.222 -1.979 -0.662
C 0.966 -0.889 -1.549
B 2.309 -0.632 -2.336
O 2.642 0.700 -2.603
O 3.123 -1.630 -2.814
B 0.783 0.505 -0.796
O 1.777 0.879 0.111
O -0.307 1.306 -1.007
C -0.821 1.900 0.185
P -0.257 -1.159 -2.967
N -0.057 0.322 -3.864
O 0.444 -2.283 -3.958
H 4.371 -5.913 1.195
H 4.150 -4.364 0.281
H 5.605 -4.667 1.198
H 2.284 -4.298 3.386
H 2.263 -5.151 1.866
H 3.897 -2.174 0.983
H 2.547 -1.100 1.092
H 4.625 -0.047 2.821
H -0.724 -3.700 2.529
H 0.707 -0.682 1.952
H -0.792 -1.447 2.300
H 0.810 -0.669 4.158
H 1.431 -2.284 4.103
H -0.759 -1.422 5.530
H -1.603 -1.952 4.103
H 0.058 -3.596 6.031
H -0.493 -4.261 4.504
H -2.427 -4.618 5.431
H -2.670 -3.041 5.583
H -1.303 -1.076 0.169
H -1.652 -2.550 1.017
H -3.499 -0.473 -1.248
H -5.860 -0.175 -0.612
H -7.102 -2.056 0.439
H -5.958 -4.219 0.786
H -3.599 -4.507 0.129
H -0.689 -4.682 -0.198
H -0.265 -3.919 -1.679
H 2.246 -4.482 -0.291
H 2.191 -4.173 -2.676
H 0.923 -5.419 -2.831
H 2.515 -5.884 -2.324
H 0.566 -6.306 0.683
H 0.586 -6.929 -1.006
H 2.054 -6.851 -0.058
H 3.464 0.844 -2.112
H 3.487 -2.168 -2.101
H 1.464 0.802 1.019
H -1.788 2.353 0.007
H -0.147 2.679 0.541
H -0.924 1.173 0.988
H 0.392 0.105 -4.751
H 0.570 0.986 -3.413
H 1.182 -1.917 -4.466
Br -6.237 -2.921 4.141
C -6.870 -3.872 5.719
C -5.735 -4.213 6.647
Br -4.682 -5.698 5.971
H -7.396 -4.751 5.364
H -7.570 -3.198 6.206
H -6.111 -4.539 7.614
H -5.049 -3.384 6.788
Br 3.999 6.755 -1.599
C 3.478 5.130 -2.537
C 3.310 3.973 -1.595
Br 5.036 3.263 -1.037
H 4.231 4.952 -3.295
H 2.532 5.367 -3.019
H 2.803 3.147 -2.091
H 2.769 4.237 -0.692
Br -8.345 0.234 2.307
C -8.875 1.931 1.527
C -8.834 1.912 0.021
Br -7.012 2.016 -0.665
H -8.219 2.682 1.952
H -9.893 2.103 1.870
H -9.341 2.789 -0.375
H -9.273 1.016 -0.404
Br 1.350 9.128 1.309
C 1.412 9.398 -0.615
C 0.085 9.155 -1.275
Br -0.294 7.244 -1.395
H 2.152 8.720 -1.020
H 1.730 10.429 -0.753
H 0.118 9.518 -2.299
H -0.754 9.606 -0.756
Br 3.380 3.106 -5.563
C 3.258 4.261 -7.123
C 4.415 5.220 -7.203
Br 4.226 6.679 -5.928
H 2.302 4.770 -7.062
H 3.258 3.590 -7.979
H 4.448 5.693 -8.182
H 5.368 4.744 -6.998
Br 5.236 -4.340 -2.237
C 7.088 -3.801 -1.994
C 7.189 -2.388 -1.483
Br 6.826 -1.081 -2.876
H 7.581 -3.942 -2.950
H 7.503 -4.495 -1.266
H 8.200 -2.179 -1.142
H 6.487 -2.189 -0.680
Br -3.580 3.358 6.431
C -2.678 4.411 5.067
C -3.013 3.925 3.683
Br -2.072 2.281 3.243
H -1.616 4.362 5.282
H -3.031 5.430 5.205
H -2.693 4.649 2.936
H -4.069 3.719 3.555
Br -0.865 7.943 -7.254
C 0.441 7.183 -6.030
C 0.518 7.952 -4.740
Br 1.491 9.627 -4.959
H 1.390 7.162 -6.555
H 0.103 6.166 -5.840
H 1.076 7.391 -3.996
H -0.460 8.204 -4.344
*
```

Output
**Gap between HOMO and LUMO**: 0.284 hartree
**Energy above the lowest of the compared OMol25 structures with the same formula, charge and spin**: 0.00 kJ/mol
**Calculated total energy**: -1198954.321 eV
**Largest force on an atom**: 1.506 eV/Å